(1)
# C5H10N3

C5H10N3 as an isolated structure at a distorted geometry (ωB97M-V with the def2-TZVPD basis set, the Open Molecules 2025 dataset).

Results
HOMO level (spin up / spin down) (eV): -10.141 / -15.015
Lowest unoccupied orbital energy (spin up / spin down) (eV): -3.0355 / -5.8395
Kohn-Sham gap (spin up / spin down) (eV): 7.11 / 9.18

The geometry in ORCA input format:
```
! wB97M-V def2-TZVPD RIJCOSX def2/J DEFGRID3
* xyz 1 3
C -1.30999 0.05867 1.02450
C 0.11745 0.17937 -0.85609
C 1.87054 0.81589 -0.24270
C -2.31801 0.22771 -1.01699
C 1.56532 -1.39127 0.94031
N -1.11250 0.12394 -0.27275
N 1.22349 -0.21377 0.03883
N 2.53658 1.75403 -0.05766
H -2.36003 0.03910 1.30941
H 0.13539 0.07358 -1.90107
H -2.88245 1.12747 -0.97462
H -2.01975 0.25660 -2.08241
H -2.95560 -0.69029 -0.73542
H 0.72833 -1.62268 1.60915
H 1.83495 -2.31325 0.26180
H 2.46200 -1.00969 1.46465
H 3.03300 2.56381 -0.31400
H -0.54870 0.02078 1.80505
*
```

(2)
# C22H34IrN2O6P2

C22H34IrN2O6P2 as an isolated structure at a distorted geometry (ωB97M-V with the def2-TZVPD basis set, the Open Molecules 2025 dataset).

Results
HOMO level (spin up / spin down) (eV): -11.383 / -13.435
Lowest unoccupied orbital energy (spin up / spin down) (eV): -8.8257 / -11.6611
Kohn-Sham gap (spin up / spin down) (eV): 2.56 / 1.77

The geometry in ORCA input format:
```
! wB97M-V def2-TZVPD RIJCOSX def2/J DEFGRID3
* xyz 2 6
P 3.05383 -0.10140 0.68205
P 2.05802 2.05088 -2.06449
C 3.96738 0.63532 -0.72991
C 3.62681 2.04448 -1.17369
H 3.85018 -0.07120 -1.55025
H 5.02972 0.59388 -0.49679
H 3.49222 2.75277 -0.35932
H 4.40544 2.42465 -1.84245
C 2.67518 1.51698 -3.79436
H 1.86941 1.12164 -4.43530
H 3.50248 0.78719 -3.76841
H 3.08845 2.40514 -4.31360
C 1.77633 3.76155 -2.62876
H 2.35398 4.00239 -3.53494
H 2.08181 4.47386 -1.85993
H 0.73309 3.95148 -2.90267
C 3.82655 -1.76607 0.77040
H 3.27022 -2.31273 1.54639
H 4.89600 -1.73824 1.02438
H 3.70395 -2.29384 -0.19190
C 3.20704 1.03509 2.07224
H 3.12107 2.04459 1.67430
H 4.20695 0.80553 2.44313
H 2.44224 0.93846 2.87019
Ir 1.31342 -0.45937 1.78806
C -2.38900 1.16689 -1.64151
C -1.82983 0.06659 -2.19738
C -0.57611 -0.05724 -3.10019
C 0.35559 -0.89866 -2.20200
C 0.46008 0.02952 -1.08103
C 0.60796 1.50085 -1.05659
C -0.52526 2.57198 -0.95503
C -1.83530 1.97060 -0.48400
C 2.11122 -1.49826 3.35027
H -3.44402 1.39143 -1.87848
H -2.58248 -0.76462 -2.41888
H -0.00679 0.88632 -3.20106
H -0.71659 -0.50762 -4.06410
H -0.07832 -1.85049 -1.84127
H 1.38314 -1.16233 -2.54945
H 0.84637 -0.56493 -0.18339
H 0.90589 1.59088 0.02338
H -0.72567 3.15426 -1.83903
H -0.19344 3.29589 -0.19396
H -1.59567 1.30468 0.37295
H -2.56070 2.74995 -0.15572
H 1.57555 -0.96511 4.15889
H 3.17987 -1.49896 3.57580
H 1.75473 -2.53526 3.36030
O -0.64532 -2.53208 0.88309
C -1.16809 -1.68236 1.62186
O -0.57370 -0.70478 2.26094
C -2.65679 -1.74832 1.90982
C -3.58106 -0.69278 2.04313
C -4.95800 -1.01014 2.18332
C -5.37350 -2.34720 2.27058
C -4.41506 -3.37292 2.28535
C -3.06291 -3.06407 2.09852
N -4.72483 -4.77429 2.35320
O -5.88760 -5.18785 2.47691
O -3.74966 -5.55229 2.28007
N -5.98770 0.00012 2.05289
O -5.71438 1.18855 1.80339
O -7.16983 -0.40269 2.13405
H -3.26641 0.34606 2.00053
H -6.42112 -2.58736 2.27744
H -2.31710 -3.85495 2.04202
*
```

(3)
# C5H9N2P

One molecule with the formula C5H9N2P at a distorted geometry (ωB97M-V with the def2-TZVPD basis set, the Open Molecules 2025 dataset).

Results
HOMO level (eV): -7.531
Lowest unoccupied orbital energy (eV): 0.2218
Kohn-Sham gap (eV): 7.75

The geometry in ORCA input format:
```
! wB97M-V def2-TZVPD RIJCOSX def2/J DEFGRID3
* xyz 0 1
C -0.10221 -1.08764 0.64377
C 1.81331 -1.47359 -0.85782
C 0.74771 1.07891 0.58638
C -1.42500 -0.90520 1.33170
C 0.10949 1.63664 -0.74313
N 0.57675 -1.77651 -0.08129
N 2.77957 -0.67872 -0.23431
P 2.50183 0.58059 0.64906
H 2.37139 -2.41239 -1.13886
H 1.52429 -0.90769 -1.84903
H 0.25764 1.72352 1.44584
H -2.03496 -1.74030 1.37590
H -1.81494 -0.09817 0.73277
H -0.98044 -0.47824 2.28347
H 0.17686 2.78788 -0.72278
H -0.92748 1.43761 -0.61546
H 0.61371 1.11405 -1.60565
*
```

(4)
# C17H43F4N3NbO4

C17H43F4N3NbO4 as an isolated structure (ωB97M-V with the def2-TZVPD basis set, the Open Molecules 2025 dataset).

Results
HOMO level (eV): -4.978
Lowest unoccupied orbital energy (eV): 2.3910
Kohn-Sham gap (eV): 7.37

The geometry in ORCA input format:
```
! wB97M-V def2-TZVPD RIJCOSX def2/J DEFGRID3
* xyz -1 1
N 0.28871 2.64692 2.94146
C 1.72830 2.63374 2.65592
C 2.26453 1.19825 2.60097
C 3.79065 1.12623 2.78372
Nb 5.10759 2.57057 1.66157
C 4.38233 1.99315 -0.53087
F 2.98245 1.95508 -0.55339
F 4.77562 0.64773 -0.68533
C 4.83769 2.67829 -1.80088
F 4.77682 4.03483 -1.65989
F 4.03399 2.37189 -2.88059
H -0.00570 3.57810 3.22304
H 0.10526 2.04258 3.73841
H 2.32368 3.20641 3.39073
H 1.88783 3.12701 1.68493
H 1.98119 0.73580 1.64478
H 1.75051 0.61369 3.38563
H 4.04619 1.23955 3.85535
H 4.12877 0.11147 2.50708
H 6.59388 1.53290 1.91414
H 6.40963 3.33558 0.60734
H 4.34210 4.23483 1.77158
H 5.98265 3.48184 2.96076
H 5.86136 2.37864 -2.05028
C -0.82588 1.35510 -0.26292
O -1.85385 0.50782 0.23288
C -2.48469 0.95121 1.42569
C -3.92045 1.33840 1.14624
N -3.98765 2.54033 0.33455
C -5.30522 2.86957 -0.17705
C -5.97179 1.87917 -1.12702
O -5.33103 1.75880 -2.38339
C -4.25319 0.84452 -2.43674
H -0.30840 0.79936 -1.04364
H -1.22401 2.28167 -0.69403
H -0.12169 1.62749 0.52544
H -1.92117 1.76922 1.88091
H -2.48382 0.11375 2.13168
H -4.43753 1.52397 2.09513
H -4.40554 0.46811 0.67774
H -3.33500 2.45426 -0.43432
H -5.23784 3.82917 -0.69596
H -5.97961 3.01574 0.67610
H -6.97956 2.24646 -1.33769
H -6.07287 0.88765 -0.66701
H -4.41633 0.00052 -1.75753
H -3.29163 1.29534 -2.17692
H -4.19637 0.47237 -3.45914
C 3.06143 -3.42979 -0.82439
O 1.99871 -3.35806 0.10077
C 1.21408 -2.17072 -0.00348
C -0.18675 -2.48399 -0.46962
N -0.18714 -2.92702 -1.85559
C -1.46426 -3.41060 -2.34521
C -2.07268 -4.63802 -1.67611
O -1.35000 -5.83846 -1.89494
C -0.28037 -6.07438 -1.00283
H 3.66379 -4.29496 -0.54991
H 2.71369 -3.55068 -1.85822
H 3.68905 -2.53339 -0.78575
H 1.70350 -1.45723 -0.67371
H 1.16533 -1.71799 0.99076
H -0.79645 -1.58029 -0.38485
H -0.61309 -3.22680 0.22256
H 0.51904 -3.64277 -1.97493
H -1.35894 -3.63386 -3.41038
H -2.19271 -2.59439 -2.26021
H -3.06172 -4.80035 -2.11208
H -2.20905 -4.48118 -0.59873
H -0.49474 -5.66777 -0.00878
H 0.66471 -5.63791 -1.33841
H -0.15635 -7.15450 -0.92514
*
```

| no. | E (a.u.) | molar mass (g mol⁻¹) |
| --- | --- | --- |
| 1 | -360.3118 | 112.2 |
| 2 | -2205.4179 | 676.7 |
| 3 | -646.6208 | 128.1 |
| 4 | -1594.9216 | 522.4 |